No. 1
# C4H11NO

The ion C4H11NO with charge +1 at a distorted geometry (wB97M-V/def2-TZVPD, the OMol25 dataset).

XYZ file:
```
17
Properties=species:S:1:pos:R:3:mulliken_charge:R:1
C -0.508 -1.813 -0.654 -1.43
C -0.851 -0.263 -0.779 0.17
C -2.071 0.063 0.160 -1.03
N 0.284 0.588 -0.533 0.17
C 0.903 0.412 0.754 -0.45
O 2.247 1.190 0.941 -0.53
H -0.636 -2.266 0.305 0.40
H 0.543 -2.017 -1.072 0.38
H -1.254 -2.276 -1.274 0.46
H -1.097 -0.182 -1.827 0.38
H -2.555 0.982 -0.196 0.36
H -1.663 0.109 1.175 0.38
H -2.761 -0.749 -0.107 0.34
H 0.141 1.509 -0.645 0.29
H 1.214 -0.607 0.959 0.43
H 0.290 0.802 1.617 0.31
H 2.980 0.670 0.389 0.36
```

Values from the calculation:
Relative energy (zero: lowest compared OMol25 entry of this formula, charge and spin) (kJ/mol): 251.50
Spin multiplicity: 2
Total energy (a.u.): -288.6195
Molecular weight (g/mol): 89.14
Highest occupied orbital energy (spin up / spin down) (eV): -15.875 / -15.823
Net charge: +1
Gap between HOMO and LUMO (spin up / spin down) (eV): 12.832 / 7.189
Largest force on an atom (eV/A): 5.10

---

No. 2
# C3H10NO4

A cluster of 2 separate species, C3H10NO4 in total at a distorted geometry (wB97M-V/def2-TZVPD, the OMol25 dataset).

XYZ file:
```
18
Properties=species:S:1:pos:R:3:mulliken_charge:R:1
O 0.725 -2.677 0.435 -0.45
C 0.125 -1.695 0.194 0.23
O -0.867 -1.699 -0.634 -0.47
C 0.790 -0.332 0.539 0.51
C 0.040 0.451 1.580 -0.99
O 0.864 1.424 2.078 -0.48
N 0.949 0.593 -0.744 -0.34
H -1.582 -2.458 -0.702 0.40
H 1.966 -0.443 0.918 0.29
H -0.495 -0.072 2.393 0.44
H -0.963 0.812 1.200 0.40
H 1.061 1.051 2.980 0.38
H 0.497 1.414 -0.368 0.35
H 1.907 0.923 -1.140 0.37
H 0.243 0.246 -1.524 0.37
H -1.399 0.466 -2.990 0.33
H -2.418 1.069 -2.106 0.32
O -1.440 0.925 -2.110 -0.65
```

Values from the calculation:
Relative energy (zero: lowest compared OMol25 entry of this formula, charge and spin) (kJ/mol): 231.00
Total energy (a.u.): -475.7135
Molecular weight (g/mol): 124.12
Highest occupied orbital energy (eV): -14.500
Net charge: +1
Gap between HOMO and LUMO (eV): 11.114
Largest force on an atom (eV/A): 5.03

---

No. 3
# C23H46O11

A cluster of 6 separate species, C23H46O11 in total at a distorted geometry (wB97M-V/def2-TZVPD, the OMol25 dataset).

XYZ file:
```
80
Properties=species:S:1:pos:R:3:mulliken_charge:R:1
O -4.537 0.425 -0.229 -0.70
C -3.717 -0.538 0.081 0.97
O -3.276 -1.393 -0.630 -0.17
C -3.334 -1.218 -2.073 0.03
C -2.512 -2.340 -2.584 -1.12
C -3.412 -0.844 1.583 -1.97
H -2.967 -0.224 -2.139 0.04
H -4.464 -1.319 -2.245 0.27
H -1.469 -2.035 -2.798 0.18
H -2.909 -2.540 -3.779 0.30
H -2.625 -3.304 -2.284 0.51
H -4.264 -1.328 2.048 0.40
H -3.361 -0.067 2.138 0.78
H -2.638 -1.342 1.763 0.51
O 6.873 -4.846 -1.147 -0.60
C 5.893 -4.058 -1.204 0.70
O 4.649 -4.396 -1.018 -0.18
C 4.224 -5.687 -0.555 -0.58
C 2.774 -5.596 -0.035 -0.78
C 6.096 -2.567 -1.648 -1.06
H 4.833 -5.941 0.179 0.45
H 4.402 -6.365 -1.374 0.39
H 2.570 -6.477 0.615 0.35
H 2.016 -5.223 -0.689 0.26
H 2.870 -4.567 0.768 0.12
H 7.182 -2.257 -1.381 0.29
H 5.508 -1.826 -1.268 0.38
H 5.970 -2.403 -2.745 0.27
O -1.949 0.975 -4.335 -0.58
C -1.797 2.169 -4.193 0.78
O -0.654 2.800 -4.050 -0.37
C 0.579 2.057 -4.130 0.32
C 1.671 2.841 -3.553 -1.50
C -3.035 2.980 -3.875 -1.05
H 0.600 1.828 -5.235 0.41
H 0.675 0.999 -3.539 -0.11
H 1.933 3.667 -4.086 0.46
H 2.653 2.335 -3.642 0.38
H 1.491 2.962 -2.623 0.34
H -3.212 3.245 -5.012 0.29
H -2.744 3.719 -3.346 0.47
H -4.044 2.396 -3.429 0.21
O -2.991 4.278 2.311 -0.56
C -1.910 4.542 1.932 0.86
O -1.188 3.794 1.205 -0.47
C -1.578 2.594 0.714 -1.16
C -0.450 1.865 -0.014 -0.84
C -1.227 5.865 2.241 -1.61
H -2.402 2.733 0.325 1.33
H -2.120 1.901 1.427 0.33
H -0.655 0.892 -0.353 0.16
H 0.341 1.784 0.736 0.15
H -0.029 2.453 -0.694 0.40
H -0.194 5.980 2.582 0.32
H -1.716 6.512 2.909 0.52
H -1.374 6.491 1.527 0.51
O -2.458 0.243 4.707 -0.50
C -1.488 0.481 5.437 0.71
O -0.210 0.950 5.047 -0.37
C 0.013 1.250 3.687 1.08
C 1.430 1.618 3.454 -1.65
C -1.762 0.500 6.891 -1.07
H -0.539 2.238 3.355 -0.24
H -0.289 0.323 3.033 0.05
H 1.812 0.668 3.479 0.45
H 2.022 2.113 4.306 0.35
H 1.774 2.369 2.747 0.31
H -0.680 0.308 7.426 0.24
H -2.474 -0.190 6.813 0.42
H -2.150 1.519 7.336 0.23
C 1.954 -1.590 -1.420 -1.58
C 1.055 -1.667 -0.214 1.04
O 1.007 -0.773 0.784 -0.57
C 0.101 -2.882 -0.205 -0.63
H 2.595 -0.866 -1.237 0.54
H 1.418 -1.367 -2.415 0.13
H 2.519 -2.369 -1.429 0.57
H 0.379 -3.464 0.699 0.37
H -0.112 -3.411 -1.246 0.16
H -0.962 -2.393 -0.149 -0.09
```

Values from the calculation:
Relative energy (zero: lowest compared OMol25 entry of this formula, charge and spin) (kJ/mol): 604.49
Total energy (a.u.): -1731.1754
SMILES: CCOC(C)=O.CCOC(C)=O.CCOC(C)=O.CCOC(C)=O.CCOC(C)=O.CC(C)=O
Molecular weight (g/mol): 498.61
Highest occupied orbital energy (eV): -9.566
Gap between HOMO and LUMO (eV): 9.854
Largest force on an atom (eV/A): 11.68

---

No. 4
# C15H35As3F18N5O5Tl

A structure of composition C15H35As3F18N5O5Tl at a distorted geometry (wB97M-V/def2-TZVPD, the OMol25 dataset).

XYZ file:
```
82
Properties=species:S:1:pos:R:3:mulliken_charge:R:1
Tl 13.696 -7.268 -13.698 1.22
As 13.862 -6.522 -18.138 1.97
F 15.606 -6.828 -17.839 -0.49
F 14.091 -6.316 -19.903 -0.49
F 12.110 -6.229 -18.380 -0.51
F 13.612 -6.709 -16.340 -0.56
F 14.224 -4.751 -17.948 -0.49
F 13.547 -8.279 -18.354 -0.51
As 12.209 -3.722 -11.055 1.98
F 12.903 -4.995 -12.128 -0.46
F 13.912 -3.303 -10.481 -0.59
F 11.464 -2.497 -10.062 -0.46
F 10.606 -4.214 -11.642 -0.50
F 12.064 -4.875 -9.684 -0.49
F 12.272 -2.486 -12.393 -0.48
As 12.121 -11.449 -12.035 1.93
F 10.405 -11.133 -12.465 -0.50
F 12.401 -12.080 -13.719 -0.58
F 13.879 -11.707 -11.699 -0.63
F 11.930 -10.810 -10.384 -0.47
F 11.673 -13.110 -11.561 -0.47
F 12.571 -9.793 -12.640 -0.25
C 18.101 -5.760 -12.108 -1.30
C 16.695 -5.406 -11.614 0.68
O 15.663 -5.726 -12.193 -0.04
N 16.561 -4.681 -10.524 0.20
C 17.581 -4.561 -9.517 -0.97
H 18.569 -6.371 -11.336 0.46
H 18.734 -4.887 -12.267 0.43
H 18.043 -6.263 -13.074 0.13
H 15.644 -4.343 -10.266 0.22
H 17.481 -5.382 -8.807 0.33
H 17.323 -3.695 -8.908 0.37
H 18.616 -4.530 -9.857 0.39
C 15.344 -7.723 -9.059 -1.54
C 14.909 -8.711 -10.093 0.65
O 14.228 -8.378 -11.083 -0.40
N 15.291 -9.995 -9.979 0.11
C 16.131 -10.518 -8.954 -1.19
H 15.274 -8.088 -8.035 0.51
H 14.802 -6.781 -9.140 0.21
H 16.400 -7.508 -9.221 0.34
H 14.907 -10.604 -10.687 0.29
H 16.539 -11.477 -9.273 0.38
H 15.529 -10.756 -8.077 0.37
H 16.865 -9.779 -8.632 0.35
C 8.895 -7.948 -12.714 -1.10
C 10.067 -7.469 -11.866 0.57
O 11.158 -7.325 -12.417 0.24
N 9.918 -7.182 -10.581 0.06
C 8.817 -7.493 -9.694 -1.04
H 8.458 -8.862 -12.312 0.42
H 9.141 -8.069 -13.769 -0.02
H 8.135 -7.170 -12.787 0.45
H 10.730 -6.843 -10.084 0.22
H 9.172 -7.381 -8.669 0.37
H 8.343 -8.468 -9.803 0.35
H 8.071 -6.717 -9.863 0.38
C 10.300 -8.834 -17.212 -1.30
C 10.904 -9.249 -15.916 0.65
O 11.373 -8.401 -15.193 -0.14
N 11.028 -10.528 -15.556 0.44
C 10.418 -11.604 -16.285 -1.04
H 9.211 -8.792 -17.163 0.42
H 10.433 -9.525 -18.044 0.46
H 10.683 -7.865 -17.532 0.20
H 11.429 -10.838 -14.682 0.11
H 9.522 -11.382 -16.865 0.43
H 10.202 -12.411 -15.584 0.32
H 11.236 -11.950 -16.917 0.42
C 17.788 -8.745 -15.697 -1.26
C 17.412 -9.022 -14.275 0.48
O 16.331 -8.472 -13.837 -0.44
N 18.235 -9.784 -13.560 -0.11
C 18.017 -10.052 -12.185 -0.54
H 17.288 -9.398 -16.412 0.35
H 18.863 -8.804 -15.870 0.41
H 17.506 -7.768 -16.090 0.25
H 18.847 -10.385 -14.094 0.27
H 18.631 -10.895 -11.868 0.40
H 17.006 -10.414 -11.996 0.11
H 18.277 -9.167 -11.605 0.09
```

Values from the calculation:
Spin multiplicity: 2
Total energy (a.u.): -9919.8412
Molecular weight (g/mol): 1136.59
Highest occupied orbital energy (spin up / spin down) (eV): -12.094 / -12.112
Net charge: +1
Gap between HOMO and LUMO (spin up / spin down) (eV): 4.200 / 4.219
Largest force on an atom (eV/A): 4.19

---

No. 5
# C5H4KO7

A structure of composition C5H4KO7 at a distorted geometry (wB97M-V/def2-TZVPD, the OMol25 dataset).

XYZ file:
```
17
Properties=species:S:1:pos:R:3:mulliken_charge:R:1
O 1.203 -0.641 -1.546 -0.81
C 1.087 -0.878 -0.307 0.55
O 1.455 -1.923 0.267 -0.70
O 2.532 3.224 -1.137 -0.42
O 4.653 2.356 -0.900 -0.35
C 3.521 2.634 -0.898 0.75
K 0.476 1.665 -1.997 0.99
O -1.295 0.082 -0.467 -0.40
C -2.313 -0.715 0.097 -0.40
C -1.630 -1.377 1.299 -0.45
O -0.607 -0.462 1.629 -0.44
C -0.097 0.100 0.438 0.62
H -3.148 -0.068 0.411 0.24
H -2.680 -1.453 -0.631 0.23
H -1.197 -2.354 1.028 0.24
H -2.294 -1.495 2.164 0.28
O 0.336 1.304 0.549 -0.93
```

Values from the calculation:
Relative energy (zero: lowest compared OMol25 entry of this formula, charge and spin) (kJ/mol): 35.82
Total energy (a.u.): -1319.6384
Molecular weight (g/mol): 215.18
Highest occupied orbital energy (eV): -2.785
Net charge: -1
Gap between HOMO and LUMO (eV): 4.720
Largest force on an atom (eV/A): 3.76